The following is a DFT calculation (ωB97M-V/def2-TZVPD) of a molecular structure, C48H44LuN9O2PS2 at a distorted geometry.

Positions of all 107 atoms, in Å:
Lu  -0.88974  0.04346  0.20358
S  0.70081  -2.84219  2.97036
S  1.88299  -4.36515  0.75740
P  2.06186  0.82673  0.55207
O  0.27032  0.29000  -4.09821
O  -0.13548  -0.63159  -1.67434
N  -2.01834  4.39975  -6.17409
N  -0.95331  -0.29535  2.80085
N  0.79184  -2.02793  0.32957
N  -1.96070  -2.23269  0.77270
N  -0.37492  2.26438  1.26410
N  1.89974  1.95639  1.86218
N  -2.10143  0.15258  4.94697
N  -1.28015  1.82878  -1.55119
N  1.43087  -2.18328  -0.94952
C  -1.56109  4.18016  2.09583
C  -3.47154  -1.46530  -1.01477
C  -0.69428  3.66973  -2.97682
C  4.41012  3.22726  -2.59722
C  -2.70621  -3.63666  -2.63245
C  -1.52200  -0.13044  3.78915
C  1.00740  -4.60336  3.28259
C  -0.51245  2.87505  -1.85897
C  -2.51212  2.16917  -3.62232
C  -2.55856  -2.41748  -0.53091
C  2.87462  1.53970  -1.96622
C  -2.28978  1.47952  -2.42043
C  -4.11241  1.14850  1.65942
C  -1.92947  3.99391  -5.12302
C  2.98641  1.87406  -0.65338
C  -1.74549  3.30176  -3.85696
C  -1.53807  3.05215  1.38441
C  1.60188  -1.49765  -3.21581
C  -3.22638  -0.68809  5.34185
C  2.80101  -1.52267  -5.75330
C  -4.12585  -0.56575  -0.06808
C  5.15640  -2.23372  2.27061
C  1.73941  -0.59126  -5.55281
C  2.16496  -5.01588  2.40743
C  -4.05072  -1.70188  -2.24900
C  -3.66484  -2.74784  -3.06728
C  2.66114  -2.33300  -3.40804
C  3.86652  -1.32493  0.40369
C  -0.39727  4.59804  2.84522
C  4.70016  -2.30773  0.95648
C  1.07874  -2.88642  1.19104
C  -3.34837  0.37562  0.68334
C  -5.52618  -0.57933  0.05989
C  3.86607  2.89516  -0.30700
C  3.39069  -0.26928  1.25237
C  -6.20988  0.23133  0.93442
C  -5.47248  1.03900  1.79458
C  -2.09386  -3.40782  -1.38358
C  3.87616  -0.22425  2.54031
C  3.24297  -2.32110  -4.64581
C  3.54164  2.20766  -2.98019
C  0.88658  -1.41262  -1.88048
C  1.23775  -0.59548  -4.28040
C  0.70688  2.63428  1.93673
C  4.59953  3.60658  -1.27438
C  0.73075  3.82424  2.75266
C  4.75270  -1.15548  3.04478
C  -1.75928  1.41869  5.51541
H  -1.40275  1.23709  6.52518
H  -2.64194  -1.87948  1.47430
H  -2.62834  2.13042  5.50552
H  -4.15424  -2.88253  -3.98883
H  3.22696  -1.63563  -6.72439
H  1.30621  -4.61582  4.37545
H  -6.09348  -1.23666  -0.54330
H  2.72600  2.31616  2.32109
H  0.01587  4.45215  -3.25166
H  -3.54778  1.88499  2.23774
H  -3.20614  1.78277  -4.31429
H  -2.44007  4.92533  2.02998
H  2.23196  -6.08890  2.20390
H  5.21319  -1.06302  4.04429
H  -3.09298  -1.64757  4.81310
H  4.05538  -3.04856  -4.77934
H  -5.97552  1.63311  2.58560
H  -0.10228  0.19451  -3.21625
H  2.05677  0.89190  -2.44619
H  5.05607  -3.08882  0.27417
H  0.24198  3.03528  -1.07839
H  -1.44429  -3.06979  1.00325
H  -0.43021  5.51620  3.41621
H  1.47911  0.06212  -6.34905
H  3.41038  1.92286  -4.04951
H  1.63998  4.07481  3.29516
H  -7.29549  0.16862  0.94035
H  4.92741  3.72869  -3.40330
H  -0.87259  1.75598  5.01710
H  3.03400  -3.03003  -2.65521
H  5.40224  4.30596  -1.07194
H  -3.11818  -0.92325  6.42787
H  5.97467  -2.85088  2.64186
H  -2.50856  -4.52022  -3.31131
H  -4.91830  -1.15903  -2.63881
H  -4.17551  -0.19989  5.07206
H  3.58406  -1.32906  -0.68131
H  -2.78143  0.63874  -2.11966
H  0.10548  -5.19905  3.13303
H  4.00884  3.26056  0.67586
H  -1.31788  -4.03767  -0.99486
H  3.52321  0.56972  3.22957
H  3.17069  -4.70621  2.78014
H  -2.41877  2.83409  0.75977

Summary:
net charge: +1
HOMO-LUMO gap: 7.42 eV
spin multiplicity: 1
HOMO level: -9.935 eV
total energy: -132572.319 eV

***

The following is a DFT calculation (ωB97M-V/def2-TZVPD) of 4 unconnected molecules or ions with the total composition C21H43IN5O11P2 at a distorted geometry.

Positions of all 83 atoms, in Å:
I  -0.29057  1.11114  -2.25891
P  3.02794  2.08057  -1.53844
P  -1.86225  2.83767  1.17951
O  2.54452  -5.33197  4.61177
O  0.76930  6.67316  0.47193
O  1.37804  -4.36609  3.05178
O  3.24796  -3.32398  3.82098
O  -0.23259  0.15238  -6.72283
O  -2.41136  0.00326  5.49509
O  0.77236  4.97585  -2.59662
O  -3.57782  -1.55172  6.66751
O  -1.42202  -1.37470  -5.53384
O  -2.57554  -2.00868  4.67947
O  -0.40236  -1.86878  -7.50493
N  1.30970  0.93987  0.12885
N  -0.13800  2.44402  1.09182
N  -0.26496  0.15031  1.98150
N  0.30127  4.53861  -0.33915
N  -2.68274  1.89690  0.17883
C  3.72021  -5.37865  5.42072
C  1.26306  5.62047  -0.01867
C  0.71685  3.20837  0.09128
C  -3.06738  -3.35646  4.73343
C  2.83222  5.61355  -0.27947
C  -2.91591  -1.22415  5.71655
C  -0.61919  1.13020  -5.76195
C  3.16064  2.92850  -3.21142
C  -1.61012  4.50821  -2.30604
C  -0.90296  -3.21064  -7.43430
C  2.11131  -3.39438  0.94478
C  -2.37580  -3.26856  -7.79635
C  -4.54344  -3.41814  4.38571
C  -2.79229  0.96935  6.47630
C  3.52751  0.26110  -1.90514
C  1.16306  -3.29833  2.12634
C  1.19955  2.05915  -0.90749
C  -0.74652  -1.06663  -6.48772
C  2.46488  -4.24360  3.83374
C  -0.09796  4.66791  -1.75068
C  0.24821  1.05114  1.13385
H  -0.31824  0.30922  3.00260
H  3.62658  -6.22740  6.09854
H  -0.05640  2.04261  -5.96469
H  1.66702  3.36923  0.73578
H  -0.33069  -3.79627  -8.15635
H  -0.68509  -0.71296  1.59226
H  -2.54780  0.62934  7.48436
H  3.82815  -4.47083  6.01763
H  -2.72594  -4.30219  -7.82197
H  4.59914  -5.53210  4.79133
H  -2.98419  -2.71960  -7.07443
H  3.07442  0.03468  -2.94234
H  2.18268  1.01817  0.67955
H  -5.14765  -2.88495  5.12264
H  -1.68466  1.35041  -5.86234
H  -2.49869  -3.92687  3.99602
H  -2.09942  4.23874  0.94497
H  -3.30451  1.33677  0.79007
H  -1.72110  3.64971  -3.04211
H  3.28372  4.57854  -0.04124
H  -2.54866  -2.80887  -8.77249
H  -0.38850  0.80050  -4.74549
H  -3.85917  1.18540  6.39129
H  3.33711  6.39375  0.40202
H  -2.23586  1.88627  6.27778
H  -4.88714  -4.45333  4.34706
H  2.03715  -4.37697  0.47315
H  -2.86390  -3.80074  5.71146
H  3.04202  5.81282  -1.38084
H  -1.79727  5.47374  -2.91203
H  1.24290  -2.33023  2.63092
H  -2.38820  4.51310  -1.47187
H  1.88359  -2.62462  0.20336
H  0.13401  -3.39323  1.77059
H  3.17400  4.06923  -3.15829
H  -0.71249  -3.64052  -6.44686
H  3.14992  -3.27016  1.25852
H  -2.30067  2.53622  2.51402
H  4.19024  2.62811  -3.64547
H  -4.72973  -2.94385  3.41870
H  3.09600  -0.47579  -1.15460
H  4.66097  0.18507  -1.99287
H  2.37952  2.51360  -3.93617

Summary:
net charge: +1
HOMO-LUMO gap: 6.89 eV
spin multiplicity: 1
HOMO level: -11.508 eV
total energy: -79115.105 eV

***

Which LUMO level belongs to each record? In order, -2.5, -4.6 eV.